C5H9NO | ωB97M-V with the def2-TZVPD basis set

Results
* HOMO-LUMO gap: 8.138 eV
* LUMO energy: 0.82 eV
* total energy: -325.7320 Ha
* energy relative to the best compared isomer or geometry (same formula, charge and spin): 129.0 kcal per mole

```
! wB97M-V def2-TZVPD RIJCOSX def2/J DEFGRID3
* xyz 0 1
C -1.871 -0.667 0.931
C -1.093 1.029 -0.912
N -0.838 -0.226 -0.013
C 0.092 0.913 -0.008
C 1.360 0.543 -0.754
C 2.326 -0.419 -0.227
O 1.392 -0.803 -1.229
H -2.381 0.184 1.383
H -1.523 -1.329 1.733
H -2.603 -1.201 0.320
H -1.876 1.523 -0.314
H -0.404 -0.990 -0.530
H 0.243 1.447 0.937
H 1.666 1.256 -1.521
H 3.362 -0.409 -0.557
H 2.149 -0.851 0.759
*
```

C5H9NO | ωB97M-V with the def2-TZVPD basis set

Results
* HOMO-LUMO gap (spin up / spin down): 8.605 / 8.606 eV
* LUMO energy (spin up / spin down): 0.71 / 0.71 eV
* total energy: -325.7315 Ha
* energy relative to the best compared isomer or geometry (same formula, charge and spin): 129.3 kcal per mole

```
! wB97M-V def2-TZVPD RIJCOSX def2/J DEFGRID3
* xyz 0 1
C 0.847 0.266 -1.837
N 0.654 0.031 -0.573
C 1.125 -0.239 0.632
C -0.190 -0.819 0.262
C -1.508 -0.280 0.761
O -2.440 -1.044 0.890
C -1.576 1.167 1.194
H 2.340 -1.474 -1.353
H 1.715 0.844 -2.128
H 0.115 -0.070 -2.559
H 2.384 -1.457 -0.591
H 1.543 0.384 1.406
H -0.245 -1.870 -0.039
H -2.613 1.412 1.427
H -0.961 1.315 2.089
H -1.191 1.835 0.418
*
```

C5H9NO | ωB97M-V with the def2-TZVPD basis set

Results
* HOMO-LUMO gap: 9.492 eV
* LUMO energy: 0.94 eV
* total energy: -325.7753 Ha
* energy relative to the best compared isomer or geometry (same formula, charge and spin): 101.8 kcal per mole

```
! wB97M-V def2-TZVPD RIJCOSX def2/J DEFGRID3
* xyz 0 1
C 1.090 0.016 0.512
C 0.529 1.305 -0.200
C -0.879 0.525 -0.683
C -1.306 -0.037 0.629
C -0.104 -0.886 0.532
H 1.913 -0.949 -1.157
H 1.479 0.145 1.470
H 1.372 1.737 -0.939
H 0.257 2.176 0.486
H -1.382 1.080 -1.384
H -2.165 -0.809 0.875
H -1.207 0.736 1.421
H -0.103 -1.959 0.849
H -1.192 -1.700 -1.209
N -0.479 -0.870 -1.005
O 2.177 -0.510 -0.198
*
```

C5H9NO | ωB97M-V with the def2-TZVPD basis set

Results
* HOMO-LUMO gap: 10.494 eV
* LUMO energy: 0.88 eV
* SMILES: CC1(C)CNC1=O
* total energy: -325.9008 Ha
* energy relative to the best compared isomer or geometry (same formula, charge and spin): 23.1 kcal per mole

```
! wB97M-V def2-TZVPD RIJCOSX def2/J DEFGRID3
* xyz 0 1
C 1.484 0.672 -0.083
C 0.158 -0.017 0.108
C 0.186 -1.217 1.051
C -1.104 0.888 0.247
N -1.609 0.208 -0.979
C -0.419 -0.429 -1.225
O 0.014 -1.043 -2.180
H 2.117 -0.011 -0.659
H 1.939 0.921 0.882
H 1.341 1.595 -0.661
H 0.500 -0.929 2.060
H 0.892 -1.961 0.666
H -0.795 -1.705 1.123
H -1.560 0.763 1.248
H -0.851 1.955 0.133
H -2.291 0.308 -1.732
*
```

C5H9NO | ωB97M-V with the def2-TZVPD basis set

Results
* HOMO-LUMO gap: 8.182 eV
* LUMO energy: 0.96 eV
* SMILES: C/C(O)=C/C=C/N
* total energy: -325.8344 Ha
* energy relative to the best compared isomer or geometry (same formula, charge and spin): 64.7 kcal per mole

```
! wB97M-V def2-TZVPD RIJCOSX def2/J DEFGRID3
* xyz 0 1
C -2.464 -0.061 0.361
C -1.070 -0.011 -0.195
N 2.475 1.002 0.082
C -0.310 -1.160 -0.338
C 1.459 0.137 0.426
C 1.086 -0.965 -0.311
O -0.880 1.124 -0.975
H 0.069 1.308 -1.090
H 2.927 1.476 0.858
H 3.161 0.619 -0.560
H -0.723 -2.154 -0.170
H 0.987 0.383 1.373
H 1.764 -1.500 -0.972
H -3.206 0.002 -0.442
H -2.625 0.784 1.037
H -2.649 -0.985 0.916
*
```

C5H9NO | ωB97M-V with the def2-TZVPD basis set

Results
* HOMO-LUMO gap (spin up / spin down): 8.409 / 8.409 eV
* LUMO energy (spin up / spin down): 0.26 / 0.27 eV
* total energy: -325.6901 Ha
* energy relative to the best compared isomer or geometry (same formula, charge and spin): 155.3 kcal per mole

```
! wB97M-V def2-TZVPD RIJCOSX def2/J DEFGRID3
* xyz 0 1
C -0.698 1.165 0.970
C 0.056 0.235 0.232
C 0.085 0.361 -1.217
C 1.242 -0.524 0.799
O 0.822 -1.799 0.250
C -0.355 -1.326 -0.249
N -1.396 -1.914 -0.616
H -1.648 1.500 0.560
H -0.640 1.154 2.057
H 0.047 2.309 -0.141
H -0.856 0.468 -1.746
H 0.264 2.103 -0.949
H 0.932 -0.003 -1.793
H 1.242 -0.564 1.891
H 2.229 -0.244 0.419
H -1.326 -2.921 -0.468
*
```

C5H9NO | ωB97M-V with the def2-TZVPD basis set

Results
* HOMO-LUMO gap: 10.711 eV
* LUMO energy: 0.99 eV
* SMILES: C=NC[C@H](C)C=O
* total energy: -325.8719 Ha
* energy relative to the best compared isomer or geometry (same formula, charge and spin): 41.2 kcal per mole

```
! wB97M-V def2-TZVPD RIJCOSX def2/J DEFGRID3
* xyz 0 1
C 0.221 0.812 1.865
C -0.346 -0.119 0.786
C -0.569 0.628 -0.533
N -0.963 -0.314 -1.565
C -0.175 -0.463 -2.541
C 0.641 -1.250 0.585
O 0.545 -2.343 1.086
H 1.206 1.197 1.575
H 0.332 0.278 2.814
H -0.440 1.670 2.028
H -1.287 -0.566 1.123
H -1.379 1.355 -0.398
H 0.344 1.189 -0.805
H 1.523 -0.988 -0.046
H -0.413 -1.192 -3.317
H 0.761 0.107 -2.657
*
```

C5H9NO | ωB97M-V with the def2-TZVPD basis set

Results
* HOMO-LUMO gap: 10.890 eV
* LUMO energy: 1.04 eV
* SMILES: C[C@H]1N[C@H]1CC=O
* total energy: -325.8630 Ha
* energy relative to the best compared isomer or geometry (same formula, charge and spin): 46.8 kcal per mole

```
! wB97M-V def2-TZVPD RIJCOSX def2/J DEFGRID3
* xyz 0 1
C -1.338 -0.054 1.407
C -1.264 0.071 -0.094
N -0.874 1.376 -0.627
C -0.003 0.232 -0.866
C 1.379 0.283 -0.239
C 1.938 -1.119 -0.126
O 2.302 -1.762 -1.081
H -0.531 0.502 1.890
H -2.284 0.360 1.773
H -1.286 -1.102 1.722
H -2.058 -0.457 -0.626
H -1.412 1.617 -1.455
H 0.001 -0.208 -1.864
H 1.334 0.768 0.740
H 2.037 0.876 -0.886
H 1.965 -1.559 0.896
*
```

C5H9NO | ωB97M-V with the def2-TZVPD basis set

Results
* HOMO-LUMO gap: 9.304 eV
* LUMO energy: 0.49 eV
* total energy: -325.7047 Ha
* energy relative to the best compared isomer or geometry (same formula, charge and spin): 146.1 kcal per mole

```
! wB97M-V def2-TZVPD RIJCOSX def2/J DEFGRID3
* xyz 0 1
C -1.926 -0.413 -0.064
C -1.079 0.646 0.612
N 0.030 0.291 1.512
C 0.334 0.910 0.217
C 0.989 0.091 -0.877
C 2.510 -0.996 -0.426
O 1.139 -1.302 -0.581
H -2.472 0.014 -0.917
H -2.667 -0.814 0.640
H -1.318 -1.249 -0.429
H -1.646 1.510 0.967
H 0.211 -0.714 1.417
H 0.706 1.936 0.283
H 0.547 0.175 -1.877
H 2.072 0.451 -1.086
H 2.572 -0.536 0.607
*
```

C5H9NO2 | ωB97M-V with the def2-TZVPD basis set

Results
* HOMO-LUMO gap: 9.301 eV
* LUMO energy: 0.66 eV
* total energy: -400.8883 Ha
* energy relative to the best compared isomer or geometry (same formula, charge and spin): 181.0 kcal per mole

```
! wB97M-V def2-TZVPD RIJCOSX def2/J DEFGRID3
* xyz 0 1
C -2.255 -0.834 -0.009
C -0.271 0.233 -0.067
C -0.980 1.443 -0.006
C 2.053 0.903 0.021
C 1.490 -1.581 -0.177
H -2.259 0.230 0.686
H -2.843 -0.891 -1.132
H -2.753 -1.726 1.049
H -0.426 2.379 -0.015
H -2.182 1.404 -0.654
H 2.222 1.782 -0.650
H 1.636 1.366 0.928
H 3.070 0.421 0.453
H 2.650 -1.477 -0.193
N 1.157 -0.237 -0.161
O -0.957 -0.935 -0.105
O 0.649 -2.479 0.035
*
```

C5H9NO2 | ωB97M-V with the def2-TZVPD basis set

Results
* HOMO-LUMO gap (spin up / spin down): 7.484 / 7.788 eV
* LUMO energy (spin up / spin down): -0.54 / -0.08 eV
* total energy: -400.9909 Ha
* energy relative to the best compared isomer or geometry (same formula, charge and spin): 116.6 kcal per mole

```
! wB97M-V def2-TZVPD RIJCOSX def2/J DEFGRID3
* xyz 0 1
C -0.478 1.408 -0.790
C -0.446 0.952 -2.200
C 0.465 -1.124 1.981
C 0.582 1.224 0.112
C 0.214 -0.700 0.542
O -1.257 -0.515 0.304
N 0.697 -1.407 -0.465
O 1.450 1.891 0.599
H -1.720 -0.405 1.147
H -1.379 1.857 -0.390
H 1.492 -1.977 -0.193
H -1.398 1.114 -2.704
H 0.329 1.521 -2.725
H -0.145 -0.097 -2.234
H -0.103 -2.028 2.207
H 0.181 -0.346 2.692
H 1.517 -1.369 2.117
*
```

C5H9NO2 | ωB97M-V with the def2-TZVPD basis set

Results
* HOMO-LUMO gap: 9.103 eV
* LUMO energy: 0.72 eV
* SMILES: O[C@@H]1[C@@H]2N[C@H]2C[C@@H]1O
* total energy: -400.9948 Ha
* energy relative to the best compared isomer or geometry (same formula, charge and spin): 114.2 kcal per mole

```
! wB97M-V def2-TZVPD RIJCOSX def2/J DEFGRID3
* xyz 0 1
C -1.031 -0.395 0.361
C 0.040 -1.421 -0.227
C 1.044 -0.426 -0.688
C 1.103 0.434 0.561
C -0.256 1.059 0.492
H -2.810 -0.850 -0.151
H -1.331 -0.678 1.368
H -0.470 -2.026 -0.971
H 0.460 -2.118 0.517
H 0.710 0.109 -1.558
H 2.677 0.701 -0.890
H 1.099 -0.147 1.467
H -0.571 1.469 1.456
H -0.287 2.682 -0.400
N 2.319 0.017 -0.237
O -2.139 -0.208 -0.468
O -0.557 1.798 -0.633
*
```